(1)
# C56H125B4F16N6O

A 11-piece molecular cluster, C56H125B4F16N6O overall at a distorted geometry (ωB97M-V/def2-TZVPD, OMol25).

Properties
total charge: +2
2S+1: 2
highest occupied orbital energy (alpha / beta): -12.754 / -12.754 eV
expectation value of S²: 0.754

Geometry (Å):
1 C 0.46 4.59 6.71
2 C 0.35 4.33 5.20
3 O -0.80 4.69 4.56
4 H 0.56 5.64 6.99
5 H 1.40 4.06 6.85
6 H -0.31 4.10 7.32
7 H 0.61 3.30 4.99
8 H 1.18 4.85 4.72
9 C 2.20 -0.58 6.37
10 C 1.48 -1.77 5.68
11 C 1.21 -3.01 6.56
12 N 0.62 -4.19 5.77
13 C 0.58 -5.37 6.74
14 C 1.99 -6.00 6.91
15 C 2.82 -6.32 5.59
16 C 2.70 -5.06 4.67
17 C 1.28 -4.47 4.39
18 C -0.87 -3.89 5.33
19 H 3.27 -0.64 6.58
20 H 1.64 -0.43 7.30
21 H 2.18 0.35 5.80
22 H 2.24 -2.05 4.95
23 H 0.60 -1.40 5.16
24 H 0.52 -2.79 7.37
25 H 2.10 -3.39 7.08
26 H 0.22 -5.01 7.70
27 H -0.13 -6.05 6.26
28 H 2.61 -5.30 7.47
29 H 1.76 -6.86 7.55
30 H 3.71 -6.84 5.92
31 H 2.33 -7.08 4.98
32 H 3.44 -4.30 4.91
33 H 3.02 -5.22 3.64
34 H 1.07 -3.64 3.71
35 H 0.66 -5.22 3.91
36 H -1.55 -3.96 6.18
37 H -1.25 -4.68 4.69
38 H -1.04 -2.91 4.87
39 C 5.13 7.25 -5.18
40 C 3.81 6.65 -4.68
41 C 3.38 7.47 -3.46
42 N 1.97 7.09 -2.90
43 C 1.63 5.55 -2.91
44 C 2.57 4.76 -1.92
45 C 2.64 5.35 -0.46
46 C 2.72 6.91 -0.47
47 C 1.81 7.61 -1.51
48 C 0.89 7.71 -3.80
49 H 5.11 8.15 -5.80
50 H 5.57 6.64 -5.96
51 H 5.96 7.20 -4.47
52 H 4.11 5.63 -4.42
53 H 3.14 6.59 -5.53
54 H 3.30 8.54 -3.66
55 H 4.04 7.24 -2.62
56 H 1.74 5.18 -3.93
57 H 0.59 5.57 -2.60
58 H 3.57 4.69 -2.36
59 H 2.20 3.74 -1.86
60 H 3.45 4.84 0.06
61 H 1.70 5.00 -0.04
62 H 3.77 7.18 -0.58
63 H 2.40 7.21 0.52
64 H 1.98 8.69 -1.49
65 H 0.74 7.46 -1.34
66 H 0.94 7.50 -4.86
67 H 1.10 8.77 -3.60
68 H -0.11 7.55 -3.41
69 C 2.26 -2.78 -3.96
70 C 2.62 -3.73 -2.89
71 C 2.87 -5.20 -3.24
72 N 2.78 -6.31 -2.12
73 C 1.27 -6.44 -1.70
74 C 0.41 -7.10 -2.85
75 C 1.09 -8.40 -3.16
76 C 2.51 -8.25 -3.75
77 C 3.40 -7.63 -2.75
78 C 3.54 -5.92 -0.84
79 H 2.53 -1.80 -3.56
80 H 1.20 -2.98 -4.12
81 H 2.77 -2.88 -4.91
82 H 1.86 -3.55 -2.13
83 H 3.53 -3.46 -2.35
84 H 3.80 -5.40 -3.77
85 H 2.05 -5.47 -3.91
86 H 0.80 -5.52 -1.37
87 H 1.30 -7.15 -0.87
88 H 0.31 -6.54 -3.78
89 H -0.65 -7.22 -2.62
90 H 0.47 -8.99 -3.84
91 H 1.11 -9.00 -2.24
92 H 2.46 -7.55 -4.58
93 H 2.98 -9.21 -3.93
94 H 4.32 -7.36 -3.27
95 H 3.73 -8.31 -1.96
96 H 3.37 -6.74 -0.14
97 H 3.07 -4.98 -0.58
98 H 4.60 -5.85 -1.09
99 C -6.31 5.48 5.68
100 C -6.06 3.98 5.46
101 C -4.71 3.61 6.05
102 N -4.29 2.12 6.00
103 C -2.84 2.07 6.53
104 C -2.09 0.81 6.11
105 C -2.37 0.44 4.64
106 C -3.91 0.29 4.30
107 C -4.58 1.60 4.59
108 C -5.24 1.36 6.96
109 H -7.01 5.49 6.52
110 H -6.65 5.99 4.78
111 H -5.37 6.01 5.83
112 H -5.91 3.89 4.39
113 H -6.97 3.41 5.66
114 H -4.65 3.93 7.09
115 H -3.92 4.22 5.63
116 H -2.33 2.79 5.90
117 H -2.83 2.35 7.58
118 H -1.08 0.77 6.50
119 H -2.56 0.07 6.77
120 H -1.88 1.09 3.91
121 H -1.87 -0.51 4.48
122 H -4.01 -0.14 3.30
123 H -4.31 -0.52 4.91
124 H -4.19 2.39 3.94
125 H -5.63 1.67 4.28
126 H -4.78 0.40 7.19
127 H -6.21 1.39 6.46
128 H -5.16 1.92 7.89
129 C -1.69 1.20 -10.70
130 C -1.47 1.50 -9.24
131 C -2.68 1.26 -8.48
132 N -2.79 1.64 -6.97
133 C -1.85 0.77 -6.06
134 C -2.28 -0.64 -6.10
135 C -3.65 -0.83 -5.60
136 C -4.72 -0.02 -6.43
137 C -4.22 1.44 -6.40
138 C -2.52 3.17 -6.96
139 H -2.70 1.47 -11.03
140 H -1.70 0.12 -10.82
141 H -0.90 1.58 -11.35
142 H -1.13 2.53 -9.29
143 H -0.56 1.07 -8.81
144 H -2.94 0.22 -8.64
145 H -3.39 1.89 -9.02
146 H -0.81 0.88 -6.37
147 H -1.93 1.12 -5.03
148 H -1.94 -1.01 -7.06
149 H -1.63 -1.17 -5.40
150 H -3.89 -1.89 -5.63
151 H -3.79 -0.57 -4.55
152 H -4.98 -0.42 -7.41
153 H -5.60 -0.15 -5.80
154 H -4.91 2.06 -6.97
155 H -4.20 1.73 -5.35
156 H -3.14 3.78 -7.62
157 H -1.45 3.19 -7.17
158 H -2.53 3.36 -5.89
159 C -1.55 -1.19 -2.66
160 C -0.30 -0.84 -1.83
161 C -0.76 -0.17 -0.45
162 N 0.53 -0.11 0.52
163 C 1.69 0.85 -0.13
164 C 2.89 1.00 0.88
165 C 2.35 1.76 2.17
166 C 1.18 0.83 2.77
167 C 0.02 0.60 1.77
168 C 0.96 -1.51 0.84
169 H -1.38 -1.87 -3.50
170 H -1.82 -0.22 -3.09
171 H -2.36 -1.64 -2.10
172 H 0.32 -0.22 -2.48
173 H 0.08 -1.85 -1.66
174 H -1.59 -0.64 0.08
175 H -1.15 0.85 -0.55
176 H 1.30 1.84 -0.37
177 H 2.01 0.33 -1.04
178 H 3.59 1.63 0.34
179 H 3.49 0.17 1.25
180 H 2.02 2.78 1.97
181 H 3.19 1.96 2.82
182 H 0.89 1.28 3.72
183 H 1.57 -0.10 3.18
184 H -0.42 1.54 1.44
185 H -0.79 -0.02 2.17
186 H 1.64 -1.65 1.69
187 H 1.49 -1.71 -0.09
188 H 0.20 -2.24 1.11
189 B 4.30 -3.24 1.19
190 F 5.11 -4.36 0.98
191 F 4.94 -2.53 2.22
192 F 4.28 -2.50 0.02
193 F 3.08 -3.74 1.58
194 B -1.46 -4.77 -5.47
195 F -2.84 -4.96 -5.40
196 F -0.98 -5.99 -5.92
197 F -1.14 -3.68 -6.27
198 F -0.81 -4.58 -4.30
199 B -1.28 4.30 0.67
200 F -1.41 5.59 0.42
201 F -2.27 4.02 1.51
202 F -1.47 3.54 -0.46
203 F -0.01 4.25 1.20
204 B -2.12 -3.18 1.61
205 F -3.32 -3.70 2.12
206 F -1.91 -1.88 2.04
207 F -1.16 -3.99 2.16
208 F -2.19 -3.17 0.22


(2)
# C56H142N10O18

A 10-piece molecular cluster, C56H142N10O18 overall at a distorted geometry (ωB97M-V/def2-TZVPD, OMol25).

Properties
relative energy (zero: lowest compared OMol25 entry of this formula, charge and spin): 7.290 eV
total charge: 0
SMILES: COC[C@H](C)N.COC[C@H](C)N.COCCNCCOC.COCCNCCOC.COCCNCCOC.COCCNCCOC.COCCNCCOC.COCCNCCOC.COCCNCCOC.COCCNCCOC
highest occupied orbital energy: -8.377 eV

Geometry (Å):
1 C -5.55 4.59 1.53
2 O -4.22 4.16 1.36
3 C -3.34 5.14 1.83
4 C -1.91 4.68 1.88
5 N -1.57 3.93 3.02
6 C -0.26 3.19 2.77
7 C 0.54 3.30 4.14
8 O 1.88 2.73 3.94
9 C 2.84 3.65 3.33
10 H -6.12 3.88 0.93
11 H -5.94 5.52 1.12
12 H -5.87 4.71 2.57
13 H -3.47 5.55 2.83
14 H -3.42 6.01 1.17
15 H -1.26 5.54 1.73
16 H -1.97 4.11 0.95
17 H -2.27 3.21 3.12
18 H 0.28 3.68 1.96
19 H -0.37 2.14 2.50
20 H 0.01 2.66 4.85
21 H 0.56 4.24 4.69
22 H 2.53 4.11 2.40
23 H 3.70 3.00 3.19
24 H 3.06 4.45 4.04
25 C 3.27 6.22 0.73
26 O 2.72 5.31 -0.23
27 C 1.75 5.97 -1.11
28 C 1.50 5.21 -2.42
29 N 0.90 3.84 -2.33
30 C -0.23 3.56 -1.39
31 C -1.58 3.52 -2.15
32 O -2.05 4.76 -2.64
33 C -1.83 4.97 -3.99
34 H 3.51 7.12 0.16
35 H 4.03 5.83 1.40
36 H 2.56 6.44 1.52
37 H 2.06 6.97 -1.42
38 H 0.83 6.08 -0.53
39 H 2.46 5.12 -2.93
40 H 0.78 5.74 -3.05
41 H 1.66 3.28 -1.95
42 H -0.15 4.14 -0.47
43 H -0.13 2.51 -1.15
44 H -2.30 3.04 -1.49
45 H -1.43 2.74 -2.90
46 H -2.39 5.85 -4.29
47 H -2.22 4.11 -4.53
48 H -0.78 5.17 -4.24
49 C 6.61 -1.30 -8.88
50 O 5.21 -1.49 -8.83
51 C 4.54 -0.30 -8.99
52 C 3.16 -0.59 -9.67
53 N 2.33 -1.47 -8.90
54 C 1.88 -0.79 -7.70
55 C 0.93 -1.63 -6.98
56 O 1.54 -2.79 -6.39
57 C 0.83 -3.94 -6.13
58 H 6.98 -0.71 -8.05
59 H 6.95 -0.71 -9.73
60 H 7.13 -2.22 -9.13
61 H 5.11 0.44 -9.54
62 H 4.42 0.25 -8.06
63 H 3.40 -1.06 -10.63
64 H 2.57 0.31 -9.85
65 H 2.94 -2.14 -8.44
66 H 1.54 0.20 -7.99
67 H 2.66 -0.68 -6.95
68 H 0.14 -1.79 -7.71
69 H 0.54 -1.11 -6.11
70 H 1.47 -4.82 -6.18
71 H 0.21 -4.18 -7.00
72 H 0.37 -4.09 -5.16
73 C 3.05 -1.82 1.65
74 O 4.18 -2.73 1.37
75 C 4.28 -3.81 2.30
76 C 5.80 -4.27 2.31
77 N 6.35 -4.76 1.03
78 C 7.76 -4.88 1.00
79 C 8.19 -5.53 -0.38
80 O 9.58 -5.48 -0.49
81 C 9.90 -5.50 -1.92
82 H 2.08 -2.31 1.75
83 H 3.14 -1.01 0.92
84 H 3.27 -1.45 2.65
85 H 3.66 -4.67 2.05
86 H 3.91 -3.44 3.26
87 H 5.92 -4.98 3.13
88 H 6.38 -3.37 2.54
89 H 5.96 -4.22 0.27
90 H 8.09 -5.41 1.89
91 H 8.27 -3.91 0.98
92 H 7.73 -4.92 -1.15
93 H 7.81 -6.55 -0.40
94 H 9.60 -4.69 -2.57
95 H 9.44 -6.37 -2.39
96 H 10.96 -5.70 -2.08
97 C 1.98 -1.88 5.46
98 O 2.04 -3.19 6.07
99 C 2.16 -3.14 7.47
100 C 3.69 -2.91 7.85
101 N 4.59 -4.09 7.77
102 C 6.03 -3.70 7.78
103 C 6.83 -4.95 7.54
104 O 6.32 -5.60 6.33
105 C 7.18 -6.53 5.63
106 H 1.81 -2.01 4.39
107 H 2.89 -1.31 5.65
108 H 1.26 -1.14 5.83
109 H 1.82 -4.12 7.81
110 H 1.52 -2.43 7.98
111 H 3.67 -2.60 8.90
112 H 4.12 -2.06 7.32
113 H 4.44 -4.33 6.79
114 H 6.24 -3.41 8.81
115 H 6.40 -2.98 7.06
116 H 6.82 -5.64 8.38
117 H 7.87 -4.63 7.44
118 H 7.57 -7.23 6.37
119 H 7.89 -6.11 4.92
120 H 6.38 -7.10 5.17
121 C -9.99 4.24 -6.23
122 O -9.49 3.47 -5.17
123 C -9.75 2.11 -5.00
124 C -10.17 2.00 -3.62
125 N -9.09 2.03 -2.64
126 C -8.19 0.86 -2.67
127 C -6.92 1.24 -1.84
128 O -6.13 2.33 -2.40
129 C -4.82 2.59 -1.85
130 H -9.81 3.69 -7.16
131 H -9.44 5.18 -6.27
132 H -11.04 4.47 -6.11
133 H -8.88 1.51 -5.24
134 H -10.54 1.86 -5.72
135 H -10.84 1.19 -3.34
136 H -10.81 2.85 -3.36
137 H -8.50 2.81 -2.91
138 H -7.94 0.64 -3.71
139 H -8.75 -0.01 -2.32
140 H -6.29 0.36 -1.71
141 H -7.17 1.61 -0.85
142 H -4.40 3.39 -2.47
143 H -4.32 1.65 -2.04
144 H -4.79 2.90 -0.80
145 C -5.16 2.11 4.08
146 O -5.03 1.30 5.27
147 C -3.76 1.29 5.88
148 C -2.51 0.66 5.18
149 N -2.58 -0.79 4.94
150 C -2.24 -1.47 6.19
151 C -2.46 -2.94 6.11
152 O -3.78 -3.26 6.47
153 C -3.92 -3.77 7.80
154 H -5.07 3.19 4.18
155 H -6.00 1.85 3.44
156 H -4.31 1.90 3.42
157 H -3.87 0.86 6.88
158 H -3.48 2.29 6.19
159 H -1.62 0.95 5.75
160 H -2.36 1.19 4.24
161 H -3.56 -1.06 4.89
162 H -2.78 -1.22 7.10
163 H -1.19 -1.21 6.29
164 H -1.73 -3.53 6.67
165 H -2.29 -3.44 5.16
166 H -4.96 -3.98 8.03
167 H -3.77 -2.91 8.44
168 H -3.25 -4.59 8.09
169 C 3.72 1.75 -0.64
170 O 3.47 2.26 -1.87
171 C 3.76 1.34 -2.95
172 C 3.47 2.01 -4.31
173 N 2.06 1.95 -4.55
174 C 1.74 2.57 -5.81
175 C 0.30 2.41 -6.12
176 O -0.13 3.61 -6.84
177 C -1.32 3.26 -7.34
178 H 2.98 0.95 -0.68
179 H 3.32 2.38 0.15
180 H 4.70 1.34 -0.41
181 H 3.18 0.42 -2.84
182 H 4.81 1.10 -2.82
183 H 4.03 1.66 -5.17
184 H 3.74 3.06 -4.20
185 H 1.74 2.65 -3.90
186 H 2.40 2.14 -6.55
187 H 1.90 3.65 -5.77
188 H -0.25 2.36 -5.18
189 H 0.15 1.49 -6.70
190 H -1.24 2.68 -8.26
191 H -1.81 4.18 -7.65
192 H -2.16 2.78 -6.84
193 C -2.11 0.47 0.64
194 C -0.97 -0.68 0.74
195 C 0.05 -0.47 -0.43
196 O -0.51 -0.44 -1.73
197 C 0.50 -0.12 -2.70
198 N -0.43 -0.58 2.09
199 H -1.61 1.36 0.25
200 H -2.67 0.82 1.50
201 H -2.81 0.05 -0.09
202 H -1.53 -1.61 0.74
203 H 0.81 -1.26 -0.41
204 H 0.49 0.51 -0.29
205 H 0.01 -0.21 -3.66
206 H 1.33 -0.83 -2.72
207 H 0.90 0.88 -2.55
208 H -0.03 -1.47 2.35
209 H -0.99 -0.27 2.88
210 C -6.28 -4.59 2.42
211 C -5.06 -3.87 3.03
212 C -3.79 -3.72 2.10
213 O -3.32 -5.04 1.66
214 C -2.71 -5.87 2.58
215 N -5.32 -2.59 3.53
216 H -6.86 -3.91 1.80
217 H -7.05 -4.92 3.13
218 H -5.80 -5.42 1.90
219 H -4.63 -4.37 3.90
220 H -2.94 -3.24 2.59
221 H -3.90 -2.96 1.32
222 H -1.98 -5.22 3.06
223 H -2.08 -6.50 1.96
224 H -3.43 -6.31 3.27
225 H -5.82 -2.33 4.37
226 H -5.38 -1.82 2.88


no.,total energy (eV)
1,-117276.420
2,-112110.636